No. 1
13
Properties=species:S:1:pos:R:3:forces:R:3:lowdin_charge:R:1 method="wB97M-V/def2-TZVPD" energy_ev=-7796.3598 e_above_lowest_kj_mol=316.9 lumo_energy_ev=1.01 smiles="CCOC1=NC1" homo_lumo_gap_ev=10.80
O -0.71889 0.25797 0.40467 0.012 0.357 -0.253 -0.01
N 0.00934 1.59582 -1.52732 0.094 -0.051 0.704 0.20
C -1.17639 0.76874 -2.09753 -0.514 -0.191 -0.475 -0.07
C 1.05515 -0.39322 1.78343 0.077 0.082 0.202 -0.07
C -0.63790 0.82321 -0.79277 0.091 -0.152 -0.030 -0.48
C 0.23539 -0.80928 0.59248 0.239 -0.286 0.109 -0.22
H 0.36510 -0.17199 2.60309 0.201 -0.102 0.011 0.08
H 1.77073 -1.15471 2.09938 -0.055 0.031 -0.054 0.08
H 1.58120 0.53426 1.53772 0.050 -0.185 0.089 0.09
H -0.89833 -0.06715 -2.72943 -0.136 0.106 -0.318 0.08
H 0.84587 -0.95378 -0.31002 -0.157 0.190 0.189 0.13
H -2.09449 1.29961 -2.31422 0.024 0.046 -0.280 0.08
H -0.33679 -1.72947 0.75052 0.074 0.156 0.108 0.12

***

No. 2
13
Properties=species:S:1:pos:R:3:forces:R:3:lowdin_charge:R:1 method="wB97M-V/def2-TZVPD" energy_ev=-7794.8765 e_above_lowest_kj_mol=460.0 lumo_energy_ev=0.53 homo_lumo_gap_ev=8.74
O -1.33434 2.72635 -1.20826 0.505 -0.956 0.431 0.04
N -1.80317 0.17526 -0.51406 -0.171 -0.230 0.096 -0.03
C -0.85224 -0.43699 0.22650 0.167 0.342 0.121 -0.45
C -0.79636 1.79984 -0.76754 -0.411 1.073 -0.409 -0.09
C 1.72162 -0.46376 0.53670 0.018 -0.001 0.056 -0.08
C 0.48662 -0.24962 -0.27579 -0.023 -0.334 0.013 -0.15
H 0.56874 -0.22172 -1.35743 -0.018 0.051 0.101 0.11
H -2.70312 0.21554 -0.03989 0.056 -0.013 -0.067 0.06
H 2.26603 0.48611 0.58130 -0.057 -0.115 -0.009 0.09
H -0.45347 -1.50226 -0.18664 0.024 0.029 -0.020 0.20
H 1.48217 -0.75591 1.56396 0.016 0.063 -0.155 0.08
H 2.39695 -1.20610 0.09805 -0.117 0.128 0.042 0.08
H -0.92797 -0.55379 1.31622 0.012 -0.038 -0.200 0.13